Record 1
46
Properties=species:S:1:pos:R:3:forces:R:3 method="wB97M-V/def2-TZVPD" mol_weight_g_mol=265.40 gap_ev=8.882 lumo_energy_ha=0.0343 charge=0 smiles=CCN(CC)CCCCCOc1ccccc1OC
C 1.510105 -2.159440 -4.356930 0.010 -0.191 0.266
C 1.725189 -3.227054 -3.275249 0.024 -0.035 -0.162
N 0.707710 -3.362707 -2.252325 -0.102 -0.043 0.076
C -0.657513 -3.471924 -2.725874 0.051 -0.211 -0.056
C -0.870958 -4.744921 -3.541099 -0.038 0.284 0.141
C 0.874992 -2.558223 -1.062995 -0.061 0.241 -0.045
C 0.632742 -1.043915 -1.191464 0.195 -0.192 0.207
C 0.632634 -0.337318 0.163779 -0.259 -0.027 -0.202
C -0.633226 -0.595269 0.978762 0.308 0.363 0.260
C -0.629979 0.205320 2.277796 -0.157 -0.496 0.031
O -0.650792 1.575052 1.941386 0.008 0.289 -0.021
C -0.608877 2.497064 2.939450 0.005 0.109 -0.132
C -0.598136 2.213335 4.294033 -0.010 -0.187 -0.224
C -0.558890 3.239645 5.229548 0.007 0.175 0.097
C -0.530267 4.552154 4.815075 -0.001 -0.084 0.179
C -0.539064 4.855020 3.459038 -0.003 0.024 -0.270
C -0.576796 3.845136 2.514808 -0.002 -0.134 -0.157
O -0.584021 4.030639 1.162849 -0.011 -0.342 0.316
C -0.557530 5.346152 0.672183 0.008 0.237 -0.062
H 1.361054 -1.174918 -3.923096 -0.028 0.123 -0.010
H 2.386938 -2.123968 -4.999371 0.061 0.026 -0.113
H 0.648032 -2.398352 -4.974569 -0.098 0.026 -0.109
H 2.669511 -3.027633 -2.763022 0.012 -0.090 -0.022
H 1.824195 -4.199086 -3.772158 0.140 0.074 -0.012
H -0.977269 -2.601861 -3.322803 -0.045 -0.017 0.089
H -1.299515 -3.514653 -1.841597 -0.011 0.077 -0.039
H -0.493694 -5.602485 -2.990604 0.036 -0.109 0.044
H -1.932497 -4.886678 -3.729481 -0.091 -0.045 -0.096
H -0.358502 -4.693327 -4.497665 0.049 -0.044 -0.149
H 1.894027 -2.721409 -0.697587 -0.038 0.019 0.097
H 0.189826 -2.965018 -0.313176 0.067 0.008 0.065
H 1.422114 -0.609919 -1.807537 -0.048 0.011 -0.102
H -0.322413 -0.868328 -1.689806 -0.037 0.060 -0.108
H 0.710200 0.739813 0.006523 0.102 -0.013 0.055
H 1.506450 -0.656906 0.737433 0.093 0.050 0.068
H -1.505216 -0.298589 0.393921 -0.099 -0.063 -0.018
H -0.726701 -1.652844 1.229193 -0.083 -0.024 0.025
H 0.271814 -0.029495 2.861629 -0.088 0.047 -0.005
H -1.514010 -0.051602 2.879637 0.131 0.074 -0.006
H -0.622081 1.191269 4.637147 -0.003 -0.108 -0.031
H -0.551720 2.997400 6.281305 0.001 -0.017 0.088
H -0.500310 5.354097 5.536770 0.003 0.064 0.063
H -0.514593 5.888939 3.153375 0.001 0.072 -0.091
H 0.352288 5.874182 0.978343 -0.049 -0.019 -0.001
H -1.433893 5.917372 0.997434 0.046 -0.021 -0.001
H -0.571356 5.255254 -0.413011 0.002 0.059 0.073

---

Record 2
66
Properties=species:S:1:pos:R:3:forces:R:3 method="wB97M-V/def2-TZVPD" mol_weight_g_mol=979.30 gap_ev="7.434 / 5.698" spin_multiplicity=4 lumo_energy_ha="-0.0464 / -0.1009" charge=0
Ag -7.617157 -16.391562 22.458842 -0.766 -0.157 0.209
Ni -5.223614 -14.212270 21.636771 -0.305 -2.416 -0.772
C -7.130730 -13.575721 23.241129 -0.712 -2.387 -6.716
O -8.159814 -14.243638 22.900420 -4.970 1.465 1.939
O -6.545026 -12.801194 22.510783 -0.299 9.377 -1.411
O -6.318467 -14.490833 23.296449 5.977 -8.394 6.085
C -5.476223 -16.668820 20.765552 -2.231 2.407 5.841
O -6.018623 -17.485805 21.448796 -0.877 -11.844 1.261
O -6.311495 -15.780085 20.650417 -6.897 9.461 -6.742
O -4.532269 -16.091390 21.274575 11.197 2.238 0.498
Cl -2.427297 -13.767897 23.388248 -0.406 -0.029 -0.135
C -2.697397 -15.131438 24.511187 0.020 -0.279 0.485
C -3.728658 -14.768255 25.595255 0.389 0.313 -0.219
Cl -2.895495 -13.827189 26.858133 0.163 0.224 0.412
H -1.711979 -15.292812 24.948243 -0.228 -0.079 0.212
H -2.935638 -16.030087 23.942185 -0.388 0.260 -0.154
H -4.193850 -15.602284 26.120697 0.201 -0.187 -0.416
H -4.506913 -14.096122 25.233798 0.019 -0.358 -0.263
Cl -6.638558 -18.003250 24.507702 -0.888 1.945 0.199
C -5.727058 -19.427762 24.833201 -0.130 -0.853 1.170
C -6.718518 -20.551384 24.695149 0.976 -1.875 -1.129
Cl -5.783081 -22.128311 24.945295 -0.426 0.602 -0.035
H -5.472764 -19.427325 25.893123 0.547 0.353 -0.153
H -4.853802 -19.387797 24.182107 -0.234 -0.663 0.055
H -7.079545 -20.611961 23.668462 -0.167 0.004 0.175
H -7.542211 -20.600087 25.407374 0.303 0.497 -0.029
Cl -11.210950 -13.325109 18.616924 -0.914 -0.476 0.171
C -9.781588 -12.304166 18.581421 0.474 -0.108 -0.834
C -8.596037 -13.103900 19.118989 -0.241 0.408 0.325
Cl -8.197858 -14.426670 17.962739 -0.038 0.301 0.483
H -10.059022 -11.375113 19.079407 0.507 -0.296 0.220
H -9.630552 -12.115884 17.518485 0.176 0.308 0.123
H -8.871879 -13.489779 20.100371 0.103 -0.475 -0.164
H -7.688948 -12.520970 19.278587 -0.142 0.163 -0.355
Cl -8.190482 -9.659677 19.883313 0.792 -0.158 0.423
C -6.431685 -9.799647 20.385070 -0.436 0.102 -0.443
C -5.887324 -8.417015 20.567553 0.154 0.749 0.195
Cl -6.188666 -7.953888 22.307141 0.182 0.347 -0.903
H -5.923889 -10.317297 19.571263 -0.112 -0.092 0.103
H -6.368663 -10.327476 21.336660 -0.196 -0.345 -0.379
H -6.326060 -7.720338 19.853232 -0.552 0.145 0.521
H -4.830958 -8.274550 20.339767 0.216 -0.590 0.529
Cl -3.591610 -10.675446 17.533487 -0.050 -0.745 0.225
C -2.423705 -11.266405 18.773665 -0.025 0.443 0.322
C -2.967995 -11.045453 20.182280 2.033 1.038 -0.323
Cl -4.069426 -12.331799 20.636058 -0.741 0.265 -0.256
H -1.553838 -10.664177 18.511476 0.088 -0.005 0.728
H -2.122239 -12.313729 18.754987 -0.427 -0.096 -0.920
H -3.345295 -10.032632 20.323467 -0.762 -0.369 -0.038
H -2.140532 -11.100269 20.889671 0.093 -0.251 -0.028
Cl -0.316601 -16.073807 16.443727 -0.448 0.251 -0.453
C -1.027354 -17.281014 17.534118 -0.607 0.171 1.031
C -2.174852 -16.720129 18.506877 1.359 -1.097 0.164
Cl -1.503266 -15.341896 19.379354 0.048 1.019 0.101
H -0.134109 -17.553976 18.095994 -0.510 -0.078 0.610
H -1.281758 -18.176010 16.966343 -0.511 0.309 -0.066
H -2.324286 -17.375556 19.364884 0.146 -0.728 -0.474
H -3.194506 -16.516559 18.179803 0.478 0.286 -0.829
Cl -3.042583 -9.946377 24.343735 -0.205 -0.611 0.363
C -4.207856 -10.831242 25.430643 -0.626 0.678 -0.233
C -5.412635 -9.881643 25.531518 -0.158 -0.581 0.374
Cl -6.635013 -10.507069 26.750992 0.654 0.179 -0.533
H -3.738999 -11.071834 26.384795 0.057 0.339 -0.184
H -4.513129 -11.762804 24.954093 0.222 0.121 -0.162
H -5.939857 -9.842842 24.578293 0.109 0.063 0.129
H -5.119838 -8.877599 25.838535 -0.058 -0.210 0.066

---

Record 3
65
Properties=species:S:1:pos:R:3:forces:R:3 method="wB97M-V/def2-TZVPD" mol_weight_g_mol=770.37 gap_ev="9.883 / 3.308" spin_multiplicity=2 lumo_energy_ha="-0.0215 / -0.2631" charge=0
Cl 0.122917 0.391016 0.595881 -1.152 -1.806 -0.120
O -0.530233 0.956676 -0.481309 0.059 0.781 -2.094
O 0.336137 1.401586 1.601471 0.951 0.345 1.295
O -0.749993 -0.605754 1.167441 1.221 -0.040 0.429
O 1.455517 -0.150944 0.312311 -1.089 0.594 0.489
C -4.377243 -1.003264 0.769821 -0.330 2.175 2.473
C -4.730603 -2.374114 0.288641 -0.206 0.006 2.406
O -4.185183 -2.234124 -0.963459 0.641 -5.833 -0.622
C -4.356093 -1.060484 -1.360919 0.466 4.165 -6.094
O -4.336613 -0.743744 -2.537839 -0.120 -0.188 1.239
O -4.438843 -0.201634 -0.386689 -0.919 0.926 0.065
H -3.359523 -0.782564 1.091761 0.020 -1.002 0.785
H -5.106763 -0.516884 1.417371 0.215 -0.507 0.594
H -5.808833 -2.533764 0.282181 -0.146 0.102 -0.400
H -4.318033 -3.191004 0.880731 0.406 0.104 -0.336
C 0.837377 4.514596 1.906091 0.577 -1.894 0.867
C 0.064837 4.387196 0.577751 -1.261 -1.440 1.877
O 0.494947 5.468666 -0.077069 0.949 3.275 -2.467
C 1.417847 6.194546 0.585241 2.085 2.846 -1.810
O 2.004027 7.176496 0.119271 -1.964 -2.957 1.554
O 1.645587 5.637386 1.779081 0.419 1.479 -0.603
H 1.552737 3.696176 1.987051 -0.311 -0.374 0.391
H 0.312967 4.658076 2.850811 -0.554 -0.460 -0.316
H -1.013363 4.460796 0.719721 -0.149 -0.127 0.083
H 0.258427 3.508636 -0.037679 0.224 -0.235 0.378
Cl 2.656027 1.594066 -5.602589 0.052 0.080 0.201
C 2.313037 1.334366 -3.861689 0.365 0.683 -0.035
C 2.919317 0.065576 -3.393779 0.322 -1.118 0.241
Cl 2.139447 -1.299224 -4.184599 -0.181 -0.819 -0.401
H 1.228117 1.390886 -3.773069 0.203 -0.014 0.304
H 2.853627 2.096706 -3.300709 -0.464 0.493 -0.157
H 2.813297 -0.176124 -2.336219 -0.234 0.677 0.146
H 3.991667 0.034716 -3.586699 -0.083 0.023 -0.274
Cl -3.671453 4.741506 -3.056599 0.450 -0.193 0.547
C -3.888743 3.059826 -2.415599 -2.118 1.103 0.185
C -2.864253 2.139556 -2.835389 1.785 -1.398 -0.493
Cl -2.821273 1.863546 -4.574509 0.263 0.198 -0.651
H -4.886983 2.876916 -2.813289 0.150 -0.681 0.302
H -3.894243 3.006206 -1.326929 -0.228 0.657 0.058
H -2.959053 1.119436 -2.463279 -0.529 0.300 0.458
H -1.910523 2.512176 -2.461679 0.270 0.028 -0.433
Cl 0.054177 -1.951994 6.714851 -0.023 -0.096 -0.351
C 0.204097 -1.401624 5.025271 -0.896 -0.401 -0.818
C 0.313277 -2.527684 3.957561 1.850 0.706 1.525
Cl -1.178943 -3.431394 3.813521 -0.287 0.052 -0.379
H 0.988737 -0.645104 5.014791 0.183 -0.396 -0.286
H -0.729003 -0.931484 4.714801 -0.061 0.419 0.581
H 1.096777 -3.234214 4.231491 -0.106 -0.079 0.048
H 0.677877 -2.032964 3.057331 -0.658 -0.205 -0.385
Cl 0.280177 -6.153444 0.401181 -0.078 0.566 -0.281
C -0.456793 -4.871724 -0.661499 -0.077 -0.770 0.466
C 0.390167 -3.640654 -0.849989 -0.332 -0.103 0.722
Cl 2.004587 -4.056234 -1.452269 -0.109 0.404 -0.211
H -1.374993 -4.609744 -0.135789 -0.054 0.082 -0.282
H -0.671183 -5.376474 -1.603499 -0.016 0.184 0.085
H 0.494487 -3.102864 0.092351 0.252 -0.225 0.123
H -0.181203 -2.962514 -1.483839 0.416 -0.064 -0.577
Cl 6.293887 -2.182954 2.676061 -0.360 0.177 -0.432
C 5.010807 -1.418024 1.702901 -0.861 1.373 0.762
C 4.961387 -1.733454 0.243591 0.720 -1.339 0.791
Cl 6.410697 -1.061714 -0.520689 -0.122 0.439 -0.572
H 5.059567 -0.331474 1.774531 0.767 0.108 0.233
H 4.043297 -1.564114 2.183181 0.006 -0.863 0.007
H 3.999837 -1.382564 -0.131099 0.352 0.066 -0.500
H 5.098237 -2.809284 0.134241 -0.560 0.015 -0.329